[1]
Computed, not measured: a 2-piece molecular cluster, C3H13N3 overall at a distorted geometry, with wB97M-V/def2-TZVPD.

XYZ file:
```
19
Properties=species:S:1:pos:R:3:forces:R:3:lowdin_spin:R:1
C -2.18503 1.41702 0.71244 0.87 -0.01 -0.97 0.053
C -1.82840 1.45496 -0.82385 -0.80 0.99 1.70 0.088
N -0.88854 0.46032 -1.16314 -0.85 -0.28 -1.00 0.545
H -2.36429 0.36331 0.90924 -0.43 0.19 0.67 0.000
H -2.99042 2.11275 0.92077 -0.39 -0.39 -0.07 0.001
H -1.32581 1.80056 1.26018 0.11 -0.31 0.12 0.001
H -1.46706 2.43775 -1.03918 0.47 0.46 -0.39 0.000
H -2.79080 1.33551 -1.33530 0.14 -0.46 -0.28 0.037
H -0.19694 0.72945 -1.85346 0.37 -0.32 0.18 0.013
H -1.28098 -0.46767 -1.26389 0.42 -0.22 0.03 0.001
N 0.36885 -1.27818 0.41970 1.82 1.06 0.29 0.196
C 1.74772 -1.07787 -0.14492 0.18 -0.06 -1.09 -0.001
N 2.82842 -0.85276 0.77291 -0.55 -0.32 0.89 0.060
H 0.46934 -2.10230 1.00922 -0.73 -0.20 0.01 0.007
H 0.30088 -0.48663 1.05760 -0.55 -0.23 0.18 -0.002
H 1.74483 -0.22510 -0.82804 -0.38 0.09 0.11 -0.001
H 1.98079 -1.93621 -0.77497 0.02 -0.06 0.14 0.000
H 3.14888 -1.69161 1.24123 0.10 -0.24 -0.25 0.001
H 2.55995 -0.23649 1.53692 0.15 0.33 -0.28 0.000
```
Positions in Å, forces in eV/Å.

Results
ΔE to the lowest compared entry with this formula, charge and spin = 0.506 eV
Charge = +1
Multiplicity = 2
Frontier orbital gap (spin up / spin down) = 10.69 / 5.20 eV
E = -7783.22109 eV

***

[2]
Computed, not measured: a 2-piece molecular cluster, C3H13N3O overall, with wB97M-V/def2-TZVPD.

XYZ file:
```
20
Properties=species:S:1:pos:R:3:forces:R:3:nbo_charge:R:1
C -0.65379 0.96238 0.45322 0.04 -0.13 -0.19 -0.229
N -0.23312 -0.42737 0.32746 0.63 0.37 -0.10 -0.667
C -0.95300 -1.30540 1.23395 -0.28 -0.17 0.07 -0.042
N -0.48811 -2.67380 1.23492 -0.23 0.23 0.11 -0.824
C -0.06687 1.88362 -0.59540 0.09 0.34 -0.17 -0.228
N -0.35557 1.47736 -1.97372 -0.06 -0.12 0.04 -0.838
H -1.74205 1.05522 0.40365 -0.24 -0.01 0.19 0.169
H -0.29332 1.30150 1.42677 -0.28 0.14 0.05 0.198
H -0.28529 -0.75005 -0.63055 -0.36 -0.16 0.04 0.347
H -0.83488 -0.90334 2.23828 0.09 0.04 0.13 0.178
H -2.03989 -1.27704 1.04726 0.13 -0.11 -0.19 0.152
H 0.37469 -2.73894 1.75548 0.16 -0.10 -0.20 0.361
H -0.33560 -2.99854 0.28901 0.06 -0.14 0.05 0.354
H 1.00569 2.00877 -0.41957 0.04 -0.11 -0.05 0.183
H -0.52973 2.86553 -0.44448 0.13 -0.04 0.12 0.190
H -0.53622 0.48653 -2.05963 0.01 0.03 -0.03 0.340
H 0.42624 1.67776 -2.58182 0.00 0.02 -0.01 0.370
H 3.22800 -0.26399 -0.21684 -0.24 0.00 0.00 0.469
H 1.71691 -0.16768 -0.54659 0.03 -0.15 0.47 0.482
O 2.59593 -0.21254 -0.94143 0.28 0.06 -0.35 -0.965
```
Positions in Å, forces in eV/Å.

Results
ΔE to the lowest compared entry with this formula, charge and spin = 0.988 eV
SMILES string = NCCNCN.O
Frontier orbital gap = 10.32 eV
E = -9839.31494 eV

***

[3]
Computed, not measured: an isolated ion of composition C3H13N4 and charge +1 at a distorted geometry, with wB97M-V/def2-TZVPD.

XYZ file:
```
20
Properties=species:S:1:pos:R:3:forces:R:3:nbo_charge:R:1
C 1.31655 -0.59502 1.20349 1.09 -1.45 0.79 -0.665
C 0.54392 -0.65275 -1.24789 -3.12 -0.86 0.76 -0.660
C 0.59249 0.02414 0.10779 -3.20 -1.98 -0.89 0.273
N 0.84217 1.42603 -0.11958 0.17 2.33 1.54 -0.770
N -1.64407 1.13613 0.12639 -0.69 0.43 4.75 -0.710
N -1.12373 -0.07724 0.67549 3.55 1.14 -0.63 -0.121
N -1.66459 -1.25357 0.27389 -0.33 -0.70 -0.63 -0.692
H 0.93430 -1.71727 1.22320 1.13 2.44 0.54 0.278
H 2.40672 -0.48542 1.02361 -0.35 -0.86 -0.19 0.230
H 1.22264 0.00453 2.13196 -0.63 -0.81 -0.19 0.238
H -0.22502 -0.10144 -1.78892 0.25 0.49 -0.63 0.193
H 0.05316 -1.66859 -1.30576 1.27 0.84 0.75 0.264
H 1.42935 -0.63760 -1.77608 2.00 -0.02 -1.09 0.237
H -2.28980 1.47314 0.98013 1.17 -0.49 -3.58 0.442
H 1.32383 1.77958 -0.94492 -0.13 -0.85 -0.48 0.442
H -0.22853 1.81418 -0.12385 0.40 -0.38 0.48 0.460
H -1.94686 0.96312 -0.78784 -1.90 0.18 -1.37 0.372
H -1.92686 -1.41176 -0.70102 0.01 0.32 0.42 0.351
H 1.40608 1.84906 0.65203 -0.90 -0.35 -0.36 0.436
H -2.22545 -1.77432 0.94005 0.20 0.58 0.02 0.403
```
Positions in Å, forces in eV/Å.

Results
ΔE to the lowest compared entry with this formula, charge and spin = 5.004 eV
SMILES string = CC(C)([NH3+])N(N)N
Charge = +1
Frontier orbital gap = 10.16 eV
E = -9272.54019 eV

***

[4]
Computed, not measured: a 2-piece molecular cluster, C3H13N4 overall at a distorted geometry, with wB97M-V/def2-TZVPD.

XYZ file:
```
20
Properties=species:S:1:pos:R:3:forces:R:3:nbo_charge:R:1
N -0.35710 -4.09633 -0.24669 0.07 1.40 0.08 -0.823
C 0.19283 -2.78157 -0.22910 -0.17 -0.35 0.53 0.581
N 0.24202 -2.18645 -1.49835 -0.61 0.69 0.44 -0.810
N 0.67301 -2.16166 0.80440 -0.66 -1.60 -0.26 -0.794
H -0.72711 -4.35312 0.66573 0.12 -0.07 -0.39 0.387
H -1.05088 -4.22012 -0.98557 0.38 -0.17 0.37 0.379
H -0.60831 -2.33838 -2.04019 0.39 -0.15 0.04 0.371
H 0.36830 -1.17553 -1.38712 0.23 -0.64 -0.12 0.371
H 0.61327 -2.82538 1.61377 0.20 0.93 -0.75 0.343
C 0.29687 1.23202 0.76927 0.08 0.09 -0.64 -0.645
C -0.51351 2.25264 -0.01351 -0.14 0.08 -0.04 -0.215
N 0.22357 3.57252 0.05937 0.96 -0.59 -0.05 -0.664
H -0.24078 0.26831 0.76077 0.58 0.28 0.11 0.289
H 1.29264 1.13626 0.28266 -0.57 -0.34 0.41 0.225
H 0.44442 1.56713 1.80443 -0.11 -0.22 -0.17 0.225
H -0.63353 2.02700 -1.08443 0.07 -0.03 0.47 0.227
H -1.49131 2.44485 0.42735 -0.01 -0.09 -0.08 0.228
H 0.34462 3.82678 1.03165 0.15 0.10 0.43 0.438
H -0.23835 4.34186 -0.38492 -0.48 0.55 -0.57 0.441
H 1.16934 3.46917 -0.34951 -0.48 0.14 0.19 0.444
```
Positions in Å, forces in eV/Å.

Results
ΔE to the lowest compared entry with this formula, charge and spin = 1.580 eV
Charge = +1
Frontier orbital gap = 8.09 eV
E = -9275.96445 eV

***

[5]
Computed, not measured: a 2-piece molecular cluster, C3H13N5 overall at a distorted geometry, with wB97M-V/def2-TZVPD.

XYZ file:
```
21
Properties=species:S:1:pos:R:3:forces:R:3:nbo_charge:R:1
C -2.00705 0.35055 0.00330 0.46 0.97 0.11 -0.306
N -0.00032 0.80404 -0.18892 -0.32 -0.62 0.09 -0.096
N 0.22942 0.99721 -1.57889 -0.29 -0.12 -0.07 -0.684
N 0.58836 1.82736 0.57906 -0.25 -0.16 0.05 -0.709
H -0.36443 1.76078 -1.90190 0.01 -0.02 0.04 0.338
H 1.18750 1.32695 -1.70185 -0.08 -0.06 0.18 0.359
H 0.92044 1.33803 1.42743 -0.17 -0.11 -0.01 0.402
H -0.12124 2.49836 0.87146 0.02 -0.01 -0.07 0.343
H -2.75813 -0.43135 -0.01139 0.45 -0.34 -0.20 0.187
H -2.19109 1.02944 -0.82302 0.03 0.18 0.09 0.177
H -2.01740 0.81180 0.98260 0.12 0.22 -0.02 0.193
C 1.77929 -1.16314 -0.26594 -0.17 0.38 -0.09 -0.660
C 0.50290 -0.77302 0.47425 -0.28 -0.81 0.22 0.456
N -0.70734 -1.42593 -0.06474 0.36 0.37 0.15 -0.799
N 0.63738 -0.72381 1.79974 -0.05 0.39 -0.42 -0.955
H -0.68165 -1.58393 -1.06813 0.00 -0.29 0.27 0.390
H -1.01899 -2.20280 0.50915 0.22 -0.03 -0.34 0.397
H -0.27712 -0.65717 2.24716 -0.02 -0.03 -0.03 0.311
H 1.65347 -1.14500 -1.34948 0.01 0.03 0.02 0.203
H 2.07392 -2.16717 0.03954 -0.08 0.07 0.05 0.230
H 2.57209 -0.47119 0.02058 0.03 -0.05 -0.02 0.224
```
Positions in Å, forces in eV/Å.

Results
ΔE to the lowest compared entry with this formula, charge and spin = 6.375 eV
Frontier orbital gap = 7.67 eV
E = -10766.38694 eV

***

[6]
Computed, not measured: a 3-piece molecular cluster, C3H13N5 overall at a distorted geometry, with wB97M-V/def2-TZVPD.

XYZ file:
```
21
Properties=species:S:1:pos:R:3:forces:R:3:nbo_charge:R:1
C -0.72554 0.72028 -0.04664 4.47 -1.57 2.11 0.061
C -1.87231 -0.06004 -0.20102 -1.68 -1.51 -0.93 0.451
C -0.53001 2.00962 0.29123 -0.08 0.70 -1.70 0.108
N -1.67003 -1.35491 -0.61575 -4.34 1.37 1.42 -0.716
N 2.94747 -1.89195 -0.49594 -0.23 0.23 -0.85 -0.928
N 0.53243 2.80751 0.41698 1.03 -3.07 -0.15 -0.690
N 0.94142 -0.38200 0.46829 -4.45 -0.97 -0.84 -0.940
N -3.18033 0.38589 -0.07958 1.47 -0.93 -0.09 -0.739
H -1.48599 2.46543 0.07288 -0.21 1.05 0.64 0.243
H -0.81314 -1.83415 -0.64674 1.12 -0.13 0.01 0.427
H -2.54358 -1.92466 -0.47882 1.63 0.30 -0.57 0.424
H 3.05328 -2.14780 -1.51541 -0.55 -0.26 1.46 0.459
H 3.77624 -1.36709 -0.31856 0.81 1.27 0.07 0.430
H 0.45174 3.74041 0.68931 -0.41 1.66 0.32 0.439
H 1.51290 2.45074 0.35185 -1.48 0.41 0.16 0.421
H 0.51387 -1.09707 1.16452 0.75 1.89 -1.10 0.393
H 1.37250 0.33188 0.99705 0.53 0.80 1.09 0.368
H 2.01965 -1.26338 -0.20996 0.69 -0.23 -0.47 0.456
H -3.45338 1.34752 0.18867 0.48 -1.13 -0.22 0.447
H -3.95254 -0.30326 -0.21184 0.95 1.05 0.05 0.444
H 3.10532 -2.63297 0.17947 -0.50 -0.94 -0.44 0.442
```
Positions in Å, forces in eV/Å.

Results
ΔE to the lowest compared entry with this formula, charge and spin = 0.262 eV
Charge = +2
Frontier orbital gap = 9.39 eV
E = -10754.34129 eV

***

Please write out number 2 again, unchanged.
Computed, not measured: a 2-piece molecular cluster, C3H13N3O overall, with wB97M-V/def2-TZVPD.

XYZ file:
```
20
Properties=species:S:1:pos:R:3:forces:R:3:nbo_charge:R:1
C -0.65379 0.96238 0.45322 0.04 -0.13 -0.19 -0.229
N -0.23312 -0.42737 0.32746 0.63 0.37 -0.10 -0.667
C -0.95300 -1.30540 1.23395 -0.28 -0.17 0.07 -0.042
N -0.48811 -2.67380 1.23492 -0.23 0.23 0.11 -0.824
C -0.06687 1.88362 -0.59540 0.09 0.34 -0.17 -0.228
N -0.35557 1.47736 -1.97372 -0.06 -0.12 0.04 -0.838
H -1.74205 1.05522 0.40365 -0.24 -0.01 0.19 0.169
H -0.29332 1.30150 1.42677 -0.28 0.14 0.05 0.198
H -0.28529 -0.75005 -0.63055 -0.36 -0.16 0.04 0.347
H -0.83488 -0.90334 2.23828 0.09 0.04 0.13 0.178
H -2.03989 -1.27704 1.04726 0.13 -0.11 -0.19 0.152
H 0.37469 -2.73894 1.75548 0.16 -0.10 -0.20 0.361
H -0.33560 -2.99854 0.28901 0.06 -0.14 0.05 0.354
H 1.00569 2.00877 -0.41957 0.04 -0.11 -0.05 0.183
H -0.52973 2.86553 -0.44448 0.13 -0.04 0.12 0.190
H -0.53622 0.48653 -2.05963 0.01 0.03 -0.03 0.340
H 0.42624 1.67776 -2.58182 0.00 0.02 -0.01 0.370
H 3.22800 -0.26399 -0.21684 -0.24 0.00 0.00 0.469
H 1.71691 -0.16768 -0.54659 0.03 -0.15 0.47 0.482
O 2.59593 -0.21254 -0.94143 0.28 0.06 -0.35 -0.965
```
Positions in Å, forces in eV/Å.

Results
ΔE to the lowest compared entry with this formula, charge and spin = 0.988 eV
SMILES string = NCCNCN.O
Frontier orbital gap = 10.32 eV
E = -9839.31494 eV

***

Among the records above, which one has the highest ΔE to the lowest compared entry with this formula, charge and spin?
number 5

***

ΔE to the lowest compared entry with this formula, charge and spin of number 4 (C3H13N4)?
1.580 eV

***

Which value of E does entry 4 give?
-9275.96445 eV